Below is C14H17IIrN2O2 as an isolated structure in a non-equilibrium geometry, with properties calculated with ωB97M-V with the def2-TZVPD basis set.

Positions of all 37 atoms, in Å:
C 1.18 -5.28 -2.13
C -0.30 -5.66 -1.97
H 1.39 -4.95 -3.14
H 1.82 -6.15 -1.94
H 1.46 -4.50 -1.42
H -0.97 -4.80 -2.01
H -0.58 -6.35 -2.78
H -0.47 -6.21 -1.04
C 2.04 1.83 -0.96
C 2.44 3.09 -1.38
C 1.53 4.16 -1.36
C 0.23 3.91 -0.96
H 2.68 0.94 -0.95
H 3.47 3.22 -1.70
H 1.86 5.15 -1.67
H -0.54 4.69 -0.93
N 0.77 1.61 -0.53
C -0.15 2.62 -0.58
C -1.43 2.18 -0.16
N -1.45 0.85 0.16
C -2.59 0.25 0.58
C -3.74 2.37 0.47
C -3.74 1.00 0.75
H -2.48 -0.81 0.78
H -4.63 0.50 1.12
C -2.58 2.97 0.00
H -2.50 4.03 -0.24
H -4.65 2.96 0.62
Ir 0.23 -0.25 0.15
I 1.52 -2.09 -0.76
C 1.95 -0.46 3.92
O 1.48 -0.67 2.58
C 0.54 0.15 2.04
O -0.05 1.05 2.67
H 2.99 -0.14 3.87
H 1.92 -1.44 4.39
H 1.36 0.26 4.50

HOMO level (spin up / spin down)   -13.261 / -16.298 eV
Energy above the lowest of the compared OMol25 structures with the same formula, charge and spin   21.1 kcal/mol
Multiplicity   6
HOMO-LUMO gap (spin up / spin down)   5.22 / 4.90 eV
Total charge   +2

Below is C14H17N3NiSe as an isolated structure in a non-equilibrium geometry, with properties calculated with ωB97M-V with the def2-TZVPD basis set.

Positions of all 36 atoms, in Å:
C -2.33 -1.80 -0.10
C -2.82 -0.58 0.38
H -2.47 -1.84 -1.17
H -2.92 -2.55 0.47
H -1.34 -2.26 0.11
H -2.14 0.29 0.50
H -3.47 0.73 -1.39
H -3.40 -0.68 1.30
C 1.15 -1.75 -1.60
C 2.38 -2.09 -2.17
C 3.49 -1.28 -1.96
C 3.35 -0.10 -1.24
H 0.28 -2.32 -1.72
H 2.44 -2.98 -2.76
H 4.50 -1.57 -2.34
H 4.18 0.58 -1.02
N 1.03 -0.61 -0.87
C 2.10 0.23 -0.70
C 1.75 1.41 0.08
N 0.44 1.38 0.51
C -0.03 2.39 1.27
C 2.07 3.55 1.16
C 0.76 3.47 1.61
H -1.05 2.35 1.59
H 0.31 4.23 2.22
C 2.59 2.51 0.37
H 3.61 2.50 -0.03
H 2.73 4.42 1.42
Ni -0.23 -0.26 0.38
C -0.53 -1.13 2.02
H -0.05 -0.46 2.73
H 0.11 -2.02 2.01
H -1.47 -1.44 2.45
Se -6.39 -1.41 -1.50
C -4.82 -0.83 -1.19
N -3.85 -0.09 -0.84

HOMO level (spin up / spin down)   -6.070 / -5.932 eV
Multiplicity   3
HOMO-LUMO gap (spin up / spin down)   5.82 / 5.86 eV
Total charge   0

Below is a 2-piece molecular cluster, C14H17N4OP overall in a non-equilibrium geometry, with properties calculated with ωB97M-V with the def2-TZVPD basis set.

Positions of all 37 atoms, in Å:
C 4.45 -2.26 1.04
C 3.16 -3.07 1.13
O 2.12 -2.40 1.87
C 1.06 -1.96 1.13
C -0.07 -2.73 1.06
C -1.18 -2.26 0.33
P -2.69 -3.26 0.34
N -3.43 -3.19 1.72
C -1.15 -1.06 -0.30
C -0.01 -0.24 -0.23
N -0.03 0.97 -0.87
C 1.07 1.66 -0.73
C 2.19 1.21 -0.02
N 2.23 0.06 0.58
C 1.11 -0.69 0.49
H 4.75 -2.10 0.01
H 4.29 -1.30 1.51
H 5.26 -2.76 1.55
H 3.37 -3.99 1.67
H 2.78 -3.32 0.14
H -0.11 -3.68 1.57
H -2.30 -4.56 -0.05
H -3.42 -2.73 -0.74
H -3.56 -4.10 2.13
H -2.02 -0.72 -0.84
H 1.11 2.64 -1.19
H 3.07 1.84 0.04
N -1.59 3.53 -1.74
C -1.97 4.64 -2.45
C -2.69 5.45 -1.62
C -2.74 4.81 -0.35
C -2.06 3.63 -0.46
H -1.06 2.76 -2.10
H -1.70 4.75 -3.49
H -3.12 6.40 -1.89
H -3.23 5.18 0.54
H -1.87 2.85 0.26

HOMO level   -8.161 eV
SMILES   CCOc1cc([PH2]=N)cc2nccnc12.c1cc[nH]c1
HOMO-LUMO gap   7.39 eV
Total charge   0

Below is an isolated molecule of C14H17N5OS in a non-equilibrium geometry, with properties calculated with ωB97M-V with the def2-TZVPD basis set.

Positions of all 38 atoms, in Å:
C -4.03 -1.05 -0.33
H -4.62 -1.21 -1.23
H -4.26 -0.06 0.07
H -4.31 -1.79 0.41
C -2.55 -1.14 -0.65
N -1.76 -0.88 0.53
C -0.69 -1.55 1.02
N -0.33 -0.96 2.14
N -1.16 0.05 2.31
N -2.01 0.11 1.37
S 0.01 -2.99 0.31
C 0.81 -2.24 -1.17
H 0.10 -1.58 -1.64
C 2.12 -1.61 -0.71
O 3.11 -2.30 -0.59
N 2.12 -0.29 -0.38
C 1.09 0.64 -0.60
C 0.46 0.72 -1.85
C -0.57 1.62 -2.06
C -0.96 2.47 -1.04
C -0.28 2.46 0.16
C 0.76 1.57 0.40
C 1.53 1.65 1.69
C 2.55 0.52 1.85
C 3.17 0.20 0.49
H 3.93 -0.58 0.57
H 3.62 1.09 0.05
H 3.32 0.81 2.56
H 2.05 -0.37 2.23
H 0.83 1.64 2.52
H 2.04 2.62 1.70
H -0.55 3.14 0.95
H -1.78 3.16 -1.19
H -1.06 1.66 -3.02
H 0.80 0.10 -2.66
H 1.04 -3.09 -1.81
H -2.28 -0.40 -1.41
H -2.29 -2.14 -1.01

HOMO level   -8.679 eV
Energy above the lowest of the compared OMol25 structures with the same formula, charge and spin   4.9 kcal/mol
SMILES   CCn1nnnc1SCC(=O)N1CCCc2ccccc21
HOMO-LUMO gap   9.16 eV
Total charge   0

Below is an isolated molecule of C14H17NO in a non-equilibrium geometry, with properties calculated with ωB97M-V with the def2-TZVPD basis set.

Positions of all 33 atoms, in Å:
O -1.64 0.93 -1.44
C -3.76 -2.05 -0.70
C -3.37 -2.31 0.62
C -3.21 -0.94 -1.27
C -2.44 -1.53 1.26
C -2.15 -0.10 -0.68
C -1.90 -0.38 0.65
N 1.45 0.42 -0.12
C 0.77 0.90 -1.34
C 0.60 -0.14 0.96
C -0.63 1.91 0.41
C 3.83 0.10 0.94
C 4.11 0.63 -0.53
C -0.53 1.61 -1.03
C -0.71 0.53 1.20
C 2.80 -0.17 -0.20
H -4.42 -2.71 -1.32
H -3.60 -3.27 1.02
H -3.44 -0.75 -2.29
H -2.16 -1.77 2.27
H 1.33 1.45 -2.15
H 0.58 -0.11 -1.77
H 1.17 -0.10 1.92
H 0.48 -1.22 0.73
H -1.50 2.47 0.40
H 0.00 2.60 1.07
H 3.51 0.80 1.77
H 4.36 -0.78 1.31
H 4.08 1.66 -0.84
H 4.91 0.10 -1.00
H -0.50 2.59 -1.49
H -0.79 0.79 2.32
H 2.76 -1.15 -0.71

HOMO level   -7.824 eV
Energy above the lowest of the compared OMol25 structures with the same formula, charge and spin   84.8 kcal/mol
SMILES   c1ccc2c(c1)O[C@H]1C[C@@H]2CN(C2CC2)C1
HOMO-LUMO gap   8.70 eV
Total charge   0

Below is C14H17NO5RuTe as an isolated structure in a non-equilibrium geometry, with properties calculated with ωB97M-V with the def2-TZVPD basis set.

Positions of all 39 atoms, in Å:
Ru 0.52 -1.05 0.07
O 2.71 -4.92 -0.07
C 3.02 -3.80 -1.01
C 3.40 -2.63 -0.15
N 2.71 -1.28 -0.66
C 2.49 -1.04 -2.10
C 0.96 -0.91 -2.39
O 0.43 -1.49 -3.33
O 0.26 -0.14 -1.55
C 3.15 -0.21 0.23
C 2.68 -0.51 1.70
O 3.37 -0.36 2.68
O 1.52 -1.11 1.70
H 3.16 -5.69 -0.40
H 3.90 -4.09 -1.63
H 2.18 -3.74 -1.64
H 2.96 -2.71 0.84
H 4.46 -2.40 -0.07
H 3.05 -0.11 -2.25
H 3.01 -1.82 -2.61
H 4.22 -0.03 0.26
H 2.75 0.82 -0.12
C -1.43 1.63 1.22
Te -1.86 -0.45 0.88
C -3.30 0.62 -0.60
C -3.62 1.90 0.06
C -4.91 2.41 0.17
C -5.18 3.50 0.95
C -4.19 4.12 1.72
C -2.87 3.66 1.63
C -2.58 2.52 0.87
H -0.55 1.74 0.57
H -1.16 1.92 2.26
H -4.13 -0.01 -0.76
H -2.83 0.81 -1.57
H -5.68 1.79 -0.40
H -6.15 4.02 1.03
H -4.49 4.93 2.36
H -1.99 4.11 2.09

HOMO level (spin up / spin down)   -10.118 / -12.123 eV
Energy above the lowest of the compared OMol25 structures with the same formula, charge and spin   51.4 kcal/mol
Multiplicity   6
HOMO-LUMO gap (spin up / spin down)   5.56 / 4.12 eV
Total charge   +1

Below is C14H17O4SSe2W as an isolated structure, with properties calculated with ωB97M-V with the def2-TZVPD basis set.

Positions of all 39 atoms, in Å:
W 0.27 -0.30 0.02
C -0.74 3.32 0.09
Se -1.36 1.65 -0.70
C -0.73 1.87 -2.56
C 0.76 1.70 -2.75
Se 1.32 -0.16 -2.38
C 3.23 0.15 -2.12
H 0.34 3.38 0.13
H -1.19 3.36 1.08
H -1.17 4.10 -0.54
H -1.04 2.87 -2.85
H -1.31 1.16 -3.15
H 1.36 2.33 -2.10
H 1.04 1.88 -3.79
H 3.38 0.92 -1.37
H 3.61 0.45 -3.10
H 3.67 -0.80 -1.83
C 1.26 -4.63 0.06
C 0.93 -3.74 1.07
C 0.01 -2.70 0.85
C -0.47 -2.49 -0.46
C -1.24 -1.31 -0.76
C -2.06 -1.31 -1.91
C -1.88 -2.30 -2.87
C -0.90 -3.29 -2.70
C -0.17 -3.42 -1.51
C 0.68 -4.50 -1.21
H 1.91 -5.46 0.26
H 1.31 -3.90 2.08
H -0.48 -2.22 1.69
H -2.78 -0.52 -2.09
H -2.47 -2.28 -3.78
H -0.74 -4.01 -3.50
H 0.87 -5.26 -1.96
O 2.79 1.00 2.56
S 1.93 0.60 1.55
O 1.61 1.44 0.33
O 0.39 0.29 1.92
O 2.15 -0.75 0.82

HOMO level   -19.813 eV
Energy above the lowest of the compared OMol25 structures with the same formula, charge and spin   16.4 kcal/mol
HOMO-LUMO gap   6.11 eV
Total charge   +3

Below is a 2-piece molecular cluster, C14H18B2Cl4N2O overall in a non-equilibrium geometry, with properties calculated with ωB97M-V with the def2-TZVPD basis set.

Positions of all 41 atoms, in Å:
Cl 3.06 -0.54 8.68
B 2.24 1.13 8.70
Cl 2.78 2.06 10.20
Cl 2.73 2.07 7.19
O 0.79 0.95 8.72
C -0.04 2.01 8.77
C -1.43 1.86 8.79
C -2.31 2.97 8.84
C -3.67 2.77 8.86
C -4.19 1.48 8.85
Cl -5.90 1.25 8.88
C -3.34 0.38 8.80
C -1.98 0.55 8.78
H 0.40 2.99 8.78
H -1.90 3.96 8.85
H -4.35 3.60 8.90
H -3.77 -0.61 8.79
H -1.31 -0.29 8.74
C 3.81 -5.92 5.63
N 2.43 -5.53 5.33
C 1.42 -6.58 5.34
C 2.09 -4.17 5.03
C 2.14 -3.69 3.72
C 1.81 -2.39 3.46
N 1.44 -1.56 4.46
B 1.09 -0.13 4.13
H 0.79 0.46 5.11
C 1.39 -1.99 5.74
C 1.71 -3.29 6.04
H 4.46 -5.05 5.58
H 3.88 -6.35 6.62
H 4.17 -6.65 4.91
H 0.45 -6.16 5.10
H 1.65 -7.35 4.60
H 1.36 -7.05 6.32
H 2.44 -4.35 2.92
H 1.84 -1.99 2.46
H 2.02 0.40 3.63
H 0.18 -0.10 3.38
H 1.11 -1.29 6.50
H 1.67 -3.64 7.06

HOMO level   -8.574 eV
HOMO-LUMO gap   6.03 eV
Total charge   0

Below is a 2-piece molecular cluster, C14H18BClF5N2O11P overall in a non-equilibrium geometry, with properties calculated with ωB97M-V with the def2-TZVPD basis set.

Positions of all 53 atoms, in Å:
C -1.77 1.02 0.91
C -1.53 -0.11 1.31
C -1.00 -1.54 1.70
C -1.27 -2.46 0.39
P -3.11 -2.66 -0.01
O -3.34 -3.80 -0.96
O -3.85 -1.27 -0.54
O -3.84 -3.10 1.44
N -0.32 -2.06 -0.70
C 0.23 -3.24 -1.50
O 1.31 -3.89 -0.81
C 2.50 -3.90 -1.64
C -0.78 -1.13 -1.80
O -1.64 -1.77 -2.76
N -1.66 -0.99 -3.94
O -2.79 -0.97 -4.27
C 0.71 -1.19 0.01
C 0.62 -1.47 1.57
Cl 1.17 -3.07 2.25
C 1.18 -0.40 2.61
C 2.02 0.78 1.98
O 3.20 0.95 2.80
C 1.27 2.19 1.97
F 0.26 2.33 2.90
F 2.23 3.15 2.30
F 0.85 2.53 0.67
H -1.86 1.94 0.27
H -1.43 -1.90 2.67
H -0.98 -3.55 0.56
H -3.72 -1.16 -1.50
H -3.13 -3.17 2.13
H -0.59 -4.02 -1.61
H 0.66 -2.92 -2.50
H 2.27 -4.52 -2.56
H 2.76 -2.85 -2.00
H 3.41 -4.28 -1.10
H 0.15 -0.80 -2.37
H -1.30 -0.21 -1.43
H 1.78 -1.41 -0.29
H 0.60 -0.12 -0.36
H 1.89 -0.96 3.31
H 0.32 -0.08 3.26
H 2.42 0.60 0.94
H 2.95 0.94 3.75
B 0.79 6.46 0.24
O -0.27 5.44 0.06
C -0.48 5.29 -1.24
O -1.28 4.53 -1.72
C 0.43 6.20 -1.98
O 0.49 6.31 -3.18
O 1.17 6.89 -1.12
F 1.91 5.89 0.91
F 0.29 7.56 0.98

HOMO level   -8.635 eV
Energy above the lowest of the compared OMol25 structures with the same formula, charge and spin   89.4 kcal/mol
HOMO-LUMO gap   6.30 eV
Total charge   0

Below is C14H18BEuN7O2 as an isolated structure in a non-equilibrium geometry, with properties calculated with ωB97M-V with the def2-TZVPD basis set.

Positions of all 43 atoms, in Å:
H -0.53 2.92 0.93
N -0.15 1.67 -0.73
B 0.58 0.66 -2.92
N 0.48 1.87 -1.95
C 0.91 3.15 -2.03
Eu -2.04 -0.71 -0.05
H 1.43 3.52 -2.90
C 0.56 3.80 -0.84
H 0.73 4.82 -0.58
C -0.10 2.82 -0.06
H 1.04 0.99 -3.97
C -1.22 -2.89 -0.12
H -2.27 -3.03 0.24
H -0.38 -2.85 0.59
H -1.05 -3.51 -0.98
N -0.88 0.11 -3.16
N 1.45 -0.43 -2.23
N -1.68 -0.21 -2.04
N 0.98 -0.93 -1.02
C -1.59 -0.08 -4.30
C 2.66 -0.97 -2.51
H -1.13 0.13 -5.26
H 3.20 -0.73 -3.42
C -2.88 -0.53 -3.96
C 3.00 -1.83 -1.47
C -2.89 -0.61 -2.55
C 1.93 -1.76 -0.56
H -3.69 -0.78 -4.63
H 3.88 -2.43 -1.36
H -3.71 -0.93 -1.90
H 1.80 -2.28 0.38
H -3.12 0.85 -0.16
O -1.97 0.62 1.97
C -1.10 -0.09 2.59
C -0.70 0.19 4.03
C 0.28 -0.93 4.32
C 0.42 -1.66 2.97
O 1.25 -2.55 2.75
N -0.49 -1.14 2.05
H -0.23 1.19 4.08
H -1.60 0.17 4.66
H 1.24 -0.54 4.66
H -0.12 -1.62 5.07

HOMO level (spin up / spin down)   -8.317 / -8.320 eV
Energy above the lowest of the compared OMol25 structures with the same formula, charge and spin   130.5 kcal/mol
Multiplicity   8
HOMO-LUMO gap (spin up / spin down)   7.54 / 6.17 eV
Total charge   0

Below is C14H18BFNaO5 as an isolated structure in a non-equilibrium geometry, with properties calculated with ωB97M-V with the def2-TZVPD basis set.

Positions of all 40 atoms, in Å:
C -2.04 -0.50 3.61
C -1.07 -0.47 2.26
C -1.89 -0.65 0.85
C -2.81 0.56 0.25
B -2.70 1.99 1.06
O -3.95 2.67 1.54
O -1.43 2.68 1.43
C -0.79 -1.10 -0.33
C 0.24 0.04 -0.90
O 1.54 -0.12 -0.23
C 2.67 0.12 -1.13
C 3.98 -0.90 -1.00
C 5.36 -0.78 -1.88
C 5.50 0.44 -2.96
C 4.20 1.46 -3.14
C 2.80 1.33 -2.24
O -1.40 -2.00 -1.32
C -2.21 -2.96 -0.52
O -2.34 -4.27 -0.77
C -2.83 -2.03 0.70
F -2.85 -2.99 1.82
H -3.19 -0.32 3.34
H -1.70 0.44 4.25
H -1.88 -1.45 4.28
H -0.34 0.46 2.25
H -0.37 -1.42 2.37
H -3.96 0.29 0.21
H -2.52 0.80 -0.88
H -4.12 3.51 1.01
H -1.37 2.62 2.45
H -0.07 -1.85 0.25
H -0.19 1.09 -0.63
H 0.29 -0.04 -2.07
H 3.91 -1.76 -0.21
H 6.24 -1.56 -1.69
H 6.50 0.53 -3.56
H 4.35 2.34 -3.94
H 1.93 2.09 -2.40
H -3.94 -1.90 0.34
Na 2.43 3.63 -2.45

HOMO level   -12.004 eV
HOMO-LUMO gap   7.35 eV
Total charge   +1

Below is C14H18BN5OReS as an isolated structure in a non-equilibrium geometry, with properties calculated with ωB97M-V with the def2-TZVPD basis set.

Positions of all 41 atoms, in Å:
Re 0.31 0.16 0.04
O -0.69 -1.06 1.07
C -0.85 -1.23 2.36
C -1.07 -2.51 2.89
C -1.23 -2.70 4.24
C -1.20 -1.61 5.11
C -1.00 -0.33 4.62
C -0.81 -0.11 3.25
C -0.60 1.22 2.73
N -0.24 1.54 1.46
C -0.21 2.91 1.38
C -0.55 3.42 2.59
N -0.79 2.36 3.41
H -1.08 -3.35 2.21
H -1.34 -3.69 4.63
H -1.31 -1.76 6.17
H -0.96 0.49 5.31
H 0.05 3.41 0.46
H -0.65 4.44 2.91
H -1.05 2.44 4.38
B 4.72 -0.49 0.41
C 3.33 -0.17 0.02
N 2.19 0.10 -0.18
H 5.42 -0.90 -0.46
H 5.24 0.54 0.69
H 4.65 -1.24 1.33
C 1.29 -0.55 -4.13
N -0.11 -0.25 -4.05
C -1.04 -0.70 -5.08
C -2.39 -0.10 -4.65
N -2.01 0.69 -3.49
C -0.72 0.57 -3.21
S 0.07 1.52 -1.99
H 1.43 -1.58 -4.45
H 1.77 -0.40 -3.16
H 1.78 0.10 -4.87
H -1.05 -1.79 -5.12
H -0.70 -0.33 -6.05
H -3.11 -0.86 -4.36
H -2.84 0.53 -5.42
H -2.65 1.29 -2.99

HOMO level (spin up / spin down)   -14.728 / -14.748 eV
Energy above the lowest of the compared OMol25 structures with the same formula, charge and spin   0.6 kcal/mol
Multiplicity   2
HOMO-LUMO gap (spin up / spin down)   5.71 / 5.99 eV
Total charge   +2